1.
2 unconnected molecules or ions with the total composition CH8NS2, computed with ωB97M-V/def2-TZVPD.

Output
E_tot in Ha: -893.753823
HOMO level in eV: -12.105
Relative energy (zero: lowest compared OMol25 entry of this formula, charge and spin) in kJ/mol: 54.0
Net charge: +1
Gap between HOMO and LUMO in Eh: 0.2944

Each line ends with the natural charge from an NBO analysis.
Geometry (Å):
N -2.53737 -1.25198 -0.31746  -0.86
H -2.26061 -1.87050 0.44786  0.46
H -2.85441 -1.81994 -1.10936  0.45
H -1.70894 -0.72978 -0.62354  0.46
H -3.28622 -0.62576 -0.01955  0.46
C 1.58846 0.72751 1.53989  -0.73
S 0.05192 0.58186 0.61600  0.02
S 0.61087 0.02928 -1.31880  -0.18
H 2.39852 1.08085 0.88970  0.24
H 1.38408 1.51378 2.26478  0.25
H 1.91377 -0.18360 2.02953  0.24
H 1.85537 0.50489 -1.19844  0.18

2.
3 unconnected molecules or ions with the total composition CH8O2S2 at a distorted geometry, computed with ωB97M-V/def2-TZVPD.

Output
E_tot in Ha: -989.729355
HOMO level in eV: -9.031
SMILES: CSS.O.O
Relative energy (zero: lowest compared OMol25 entry of this formula, charge and spin) in kJ/mol: 58.6
Gap between HOMO and LUMO in Eh: 0.3397

Each line ends with the natural charge from an NBO analysis.
Geometry (Å):
C -0.54973 2.13298 0.83654  -0.76
S -0.32073 0.98068 -0.53380  0.07
S -1.91446 -0.35885 -0.18199  -0.10
H 0.45152 2.36058 1.20295  0.22
H -1.13885 1.70504 1.64879  0.23
H -0.95135 3.12348 0.58157  0.23
H -1.41387 -0.50643 1.03508  0.12
O 2.76516 0.10698 0.11310  -0.95
H 3.32544 0.25949 0.87943  0.47
H 1.94810 0.60492 0.29374  0.47
O 1.46107 -3.14356 0.32408  -0.94
H 1.52050 -3.20466 -0.63830  0.46
H 1.77388 -2.22949 0.40749  0.48

3.
3 unconnected molecules or ions with the total composition CH8O2S2 at a distorted geometry, computed with ωB97M-V/def2-TZVPD.

Output
E_tot in Ha: -989.722202
HOMO level in eV: -8.497
SMILES: CSS.O.O
Relative energy (zero: lowest compared OMol25 entry of this formula, charge and spin) in kJ/mol: 77.4
Gap between HOMO and LUMO in Eh: 0.3278

Each line ends with the natural charge from an NBO analysis.
Geometry (Å):
C 0.15534 1.50195 -0.95351  -0.76
S -1.48751 1.49535 -0.13879  0.07
S -2.53064 -0.18681 -0.81346  -0.16
H 0.28750 2.37640 -1.53198  0.22
H 0.98296 1.55112 -0.17454  0.25
H 0.39930 0.56858 -1.58261  0.25
H -1.48726 -1.15936 -0.84436  0.14
O 1.96123 -0.80299 0.05827  -0.96
H 1.57693 -1.27674 0.80878  0.49
H 2.80794 -1.28136 -0.05860  0.47
O -0.51012 -1.01333 1.82579  -0.95
H -0.87464 -0.73527 1.00625  0.47
H -1.28103 -1.03753 2.39876  0.48

4.
3 unconnected molecules or ions with the total composition CH8O3 at a distorted geometry, computed with ωB97M-V/def2-TZVPD.

Output
E_tot in Ha: -268.566279
HOMO level in eV: -10.373
SMILES: CO.O.O
Relative energy (zero: lowest compared OMol25 entry of this formula, charge and spin) in kJ/mol: 92.5
Gap between HOMO and LUMO in Eh: 0.3931

Each line ends with the natural charge from an NBO analysis.
Geometry (Å):
C 1.34760 -0.99183 1.48805  -0.25
O 0.94616 0.35448 1.43191  -0.73
H 0.50183 -1.61622 1.20687  0.17
H 2.26966 -1.13559 0.86578  0.17
H 1.55374 -0.99752 2.62838  0.19
H 0.45882 0.51327 0.63166  0.46
O -1.58640 -0.54971 -1.22383  -0.98
H -2.34274 -0.49542 -1.95645  0.51
H -0.87216 -1.09484 -1.41998  0.48
O -0.71235 2.16457 -1.51431  -0.96
H -0.57453 2.55338 -0.66819  0.47
H -0.98963 1.29542 -1.46991  0.48

5.
4 unconnected molecules or ions with the total composition CH8O5 at a distorted geometry, computed with ωB97M-V/def2-TZVPD.

Output
E_tot in Ha: -419.018886
HOMO level in eV: -10.399
SMILES: O=CO.O.O.O
Relative energy (zero: lowest compared OMol25 entry of this formula, charge and spin) in kJ/mol: 276.5
Gap between HOMO and LUMO in Eh: 0.3919

Each line ends with the natural charge from an NBO analysis.
Geometry (Å):
O 0.76039 -1.37320 -0.91718  -0.55
C 0.94680 -1.77831 0.19116  0.67
O 0.91874 -1.01152 1.36822  -0.73
H 1.47180 -2.75208 0.28173  0.12
H 0.21288 -1.35922 1.98289  0.51
O 0.80550 1.94092 -1.69185  -0.96
H 0.13914 2.62841 -2.03733  0.50
H 0.76625 1.00115 -2.08586  0.47
O -1.02818 0.60434 2.70438  -0.95
H -0.31749 0.43498 2.28318  0.46
H -1.60264 1.33541 2.35743  0.49
O -1.17590 0.45654 -1.64316  -0.95
H -1.68945 -0.19381 -1.19975  0.46
H -0.20782 0.06638 -1.59387  0.47

6.
A single CH8OSi2 molecule at a distorted geometry, computed with ωB97M-V/def2-TZVPD.

Output
E_tot in Ha: -697.023142
HOMO level in eV: -9.976
SMILES: OC[SiH2][SiH3]
Relative energy (zero: lowest compared OMol25 entry of this formula, charge and spin) in kJ/mol: 120.4
Gap between HOMO and LUMO in Eh: 0.3834

Each line ends with the natural charge from an NBO analysis.
Geometry (Å):
O -2.24389 -0.81051 -0.57126  -0.72
C -1.69016 -0.07227 0.51098  -0.41
Si 0.02598 0.64964 -0.15195  0.57
Si 2.16880 -0.22616 0.03243  0.34
H -2.13585 -0.32907 -1.42052  0.47
H -2.30144 0.72190 0.91046  0.19
H -1.64313 -0.85921 1.35733  0.21
H 0.03506 2.23187 -0.04602  -0.13
H -0.10915 0.36365 -1.61868  -0.17
H 3.44786 0.20505 -0.52145  -0.10
H 1.86389 -1.79027 0.04789  -0.11
H 2.58202 -0.08464 1.47079  -0.15

7.
A molecular structure, CH9AlN2O2P at a distorted geometry, computed with ωB97M-V/def2-TZVPD.

Output
E_tot in Ha: -887.180936
HOMO level in eV: -4.611
Net charge: -1
Gap between HOMO and LUMO in Eh: 0.2771

Each line ends with the natural charge from an NBO analysis.
Geometry (Å):
N -1.23349 1.32958 -0.25759  -1.38
P -0.52304 0.30292 -1.27621  0.71
Al 0.79327 1.09179 -3.17755  0.68
H -1.05637 2.27713 -0.57786  0.35
H -1.42922 -0.70224 -1.69093  -0.11
H 0.22990 -0.64228 -0.53927  -0.11
H 2.33309 0.75966 -2.80162  -0.38
H 0.24124 0.27364 -4.46656  -0.38
H 0.46873 2.67911 -3.24076  -0.38
C -0.54324 -0.80333 2.36161  -0.49
N 0.76844 -1.32521 2.83525  0.54
O 1.12763 -1.02848 3.96059  -0.40
O 1.33660 -2.12761 2.12419  -0.38
H -0.95635 -0.19170 3.15241  0.22
H -0.39547 -0.22473 1.45339  0.29
H -1.16173 -1.66826 2.14092  0.22

8.
3 unconnected molecules or ions with the total composition CH9N3O2 at a distorted geometry, computed with ωB97M-V/def2-TZVPD.

Output
E_tot in Ha: -358.198560
<S²>: 0.750
HOMO level (spin up / spin down) in eV: 0.886 / -4.787
Relative energy (zero: lowest compared OMol25 entry of this formula, charge and spin) in kJ/mol: 80.4
Net charge: -1
Multiplicity: 2
Gap between HOMO and LUMO (spin up / spin down) in Eh: 0.1114 / 0.3137

Each line ends with the Löwdin spin population.
Geometry (Å):
N -1.92165 0.84919 0.40732  0.15
C -1.45837 -0.34667 -0.13974  0.31
N -2.13003 -1.48506 -0.00592  0.09
N -0.20873 -0.33232 -0.59447  0.02
H -1.55873 1.78654 0.24040  0.08
H -2.65731 0.74472 1.14460  0.10
H -3.09601 -1.51436 -0.35770  0.09
H -1.50587 -2.26358 -0.28251  0.03
H 0.01369 0.57240 -0.86437  0.03
H 1.85275 1.16610 1.28170  0.01
H 2.73677 2.18636 0.42407  0.01
O 2.37066 1.99454 1.32319  0.04
H 2.96209 -1.46818 -1.46111  0.00
H 1.80699 -0.87089 -0.52431  0.00
O 2.79374 -1.01877 -0.59114  0.02